Record 1
This record from the Open Molecules 2025 dataset describes a cluster of 9 separate species, C28H53IN2O36S10 in total. The level of theory is ωB97M-V with the def2-TZVPD basis set.

Last column: Mulliken charge in e.
Positions of all 130 atoms, in Å:
C 5.27 -0.25 0.50  -1.385
C 4.77 -0.14 -0.93  -0.195
I 6.19 -1.07 -2.24  0.054
C 3.43 -0.85 -1.08  -0.739
O 2.47 0.03 -1.72  -0.252
S 1.00 -0.30 -1.13  0.582
O 0.47 -1.40 -1.91  -0.514
O 0.32 1.05 -1.67  -0.402
C -1.06 1.03 -1.21  -0.037
C -1.71 2.37 -1.44  -0.946
C -3.15 2.42 -0.94  -0.560
C -3.36 1.86 0.47  -0.973
C -3.56 0.34 0.54  0.269
C -5.02 -0.08 0.62  -0.915
C -5.88 0.21 -0.61  -0.975
S -5.20 -0.29 -2.22  -0.254
C -4.35 -1.77 -1.93  0.362
N -3.38 -2.11 -2.72  -0.106
N -2.91 -3.32 -2.22  -0.131
C -3.62 -3.59 -1.18  -0.562
O -4.57 -2.66 -0.94  -0.302
H 5.73 -1.21 0.71  0.415
H 5.97 0.55 0.68  0.351
H 4.45 -0.09 1.20  0.429
H 4.66 0.90 -1.18  0.476
H 3.06 -1.06 -0.08  0.452
H 3.49 -1.80 -1.58  0.346
H -1.08 0.76 -0.16  0.447
H -1.60 0.26 -1.75  0.139
H -1.74 2.52 -2.51  0.336
H -1.07 3.15 -1.05  0.350
H -3.40 3.48 -0.89  0.308
H -3.80 1.99 -1.69  0.236
H -4.19 2.37 0.95  0.532
H -2.47 2.11 1.04  0.416
H -3.10 0.01 1.46  0.206
H -3.08 -0.21 -0.25  -0.039
H -5.12 -1.13 0.89  0.370
H -5.46 0.49 1.43  0.540
H -6.12 1.26 -0.69  0.418
H -6.81 -0.33 -0.50  0.571
H -3.44 -4.46 -0.59  0.639
C 11.23 0.76 0.12  -0.134
C 11.24 -0.15 -1.08  -0.273
O 9.91 -0.02 -1.63  -0.288
S 9.38 1.47 -1.40  1.017
O 9.60 2.24 -2.57  -0.571
O 8.10 1.39 -0.79  -0.424
O 10.46 1.90 -0.30  -0.345
H 10.73 0.30 0.97  0.277
H 12.23 1.07 0.41  0.162
H 11.43 -1.18 -0.82  0.345
H 11.96 0.17 -1.84  0.265
C -5.17 -4.68 -4.47  0.139
C -4.19 -4.99 -5.58  -0.321
O -4.86 -5.99 -6.38  -0.334
S -6.43 -5.73 -6.35  1.084
O -6.81 -5.00 -7.51  -0.544
O -7.08 -6.93 -5.98  -0.554
O -6.45 -4.72 -5.11  -0.352
H -5.15 -5.45 -3.70  0.252
H -4.99 -3.71 -4.03  0.011
H -3.24 -5.37 -5.21  0.303
H -4.00 -4.12 -6.20  0.331
C -3.47 -1.60 5.14  -0.177
C -2.25 -1.17 5.92  -0.427
O -1.85 0.06 5.31  -0.349
S -3.14 0.85 4.78  0.987
O -3.53 1.83 5.72  -0.567
O -2.93 1.18 3.41  -0.362
O -4.17 -0.38 4.86  -0.311
H -3.19 -2.05 4.19  0.179
H -4.11 -2.28 5.70  0.325
H -1.44 -1.90 5.88  0.344
H -2.49 -0.96 6.97  0.289
C -2.45 -7.00 1.86  -0.338
C -2.98 -5.58 1.93  -0.215
O -2.71 -5.16 3.27  -0.281
S -1.36 -5.86 3.79  1.072
O -0.28 -4.95 3.63  -0.529
O -1.63 -6.48 5.03  -0.524
O -1.25 -6.97 2.65  -0.315
H -3.15 -7.70 2.32  0.300
H -2.23 -7.31 0.85  0.311
H -4.04 -5.52 1.72  0.384
H -2.43 -4.92 1.26  0.193
C -5.20 6.89 5.80  -0.285
C -6.28 6.42 4.85  -0.372
O -5.66 5.37 4.09  -0.271
S -4.60 4.60 5.02  1.291
O -5.20 3.43 5.54  -0.556
O -3.37 4.56 4.33  -0.555
O -4.52 5.69 6.19  -0.385
H -4.49 7.55 5.29  0.287
H -5.61 7.40 6.67  0.317
H -6.63 7.21 4.19  0.262
H -7.13 6.00 5.39  0.335
C 0.79 -2.50 -5.14  -0.085
C -0.67 -2.64 -4.77  -0.170
O -1.26 -3.28 -5.92  -0.317
S -0.20 -4.26 -6.59  1.128
O -0.45 -5.58 -6.12  -0.575
O -0.13 -3.96 -7.97  -0.565
O 1.10 -3.71 -5.86  -0.328
H 0.95 -1.65 -5.81  0.318
H 1.43 -2.39 -4.27  0.105
H -1.16 -1.69 -4.57  0.254
H -0.80 -3.29 -3.91  0.253
C -6.14 8.09 -0.29  -0.274
C -6.91 9.33 0.13  -0.346
O -6.55 9.52 1.51  -0.322
S -5.04 9.03 1.74  0.926
O -4.18 10.15 1.69  -0.568
O -5.03 8.13 2.83  -0.337
O -4.87 8.21 0.38  -0.308
H -6.62 7.18 0.06  0.263
H -5.99 8.03 -1.36  0.309
H -7.98 9.21 0.03  0.318
H -6.58 10.21 -0.43  0.289
C 16.46 -0.33 1.68  -0.309
C 16.11 0.49 0.46  -0.283
O 15.54 -0.46 -0.45  -0.312
S 14.77 -1.59 0.36  1.029
O 13.38 -1.27 0.39  -0.449
O 15.23 -2.85 -0.08  -0.549
O 15.39 -1.27 1.80  -0.311
H 17.39 -0.89 1.54  0.288
H 16.54 0.27 2.58  0.312
H 16.97 0.98 0.02  0.316
H 15.35 1.24 0.69  0.240

- HOMO level: -9.14 eV
- Energy: -223029.1092 eV

---

Record 2
This record from the Open Molecules 2025 dataset describes a structure of composition C28H54AsBaNS2Si3. The level of theory is ωB97M-V with the def2-TZVPD basis set.

Last column: Mulliken charge in e.
Positions of all 90 atoms, in Å:
Ba -0.36 -0.45 -0.37  1.455
C -5.07 -0.90 1.18  -2.154
C -4.00 -1.12 2.22  0.676
C -3.37 -2.37 2.32  1.524
C -3.70 -3.46 1.33  -2.516
C -2.44 -2.60 3.33  0.641
C -1.82 -3.97 3.45  -2.201
C -2.12 -1.59 4.23  1.438
C -1.05 -1.79 5.27  -2.564
C -2.77 -0.35 4.15  0.952
C -2.51 0.69 5.21  -2.254
C -3.66 -0.10 3.11  1.522
C -4.24 1.28 2.93  -2.621
H -5.67 -1.80 1.06  0.460
H -4.62 -0.65 0.21  0.300
H -5.74 -0.10 1.47  0.457
H -4.53 -4.07 1.70  0.361
H -2.84 -4.11 1.16  0.512
H -3.99 -3.04 0.37  0.420
H -1.42 -4.14 4.45  0.488
H -1.01 -4.09 2.73  0.345
H -2.56 -4.74 3.27  0.453
H -1.48 -2.18 6.20  0.372
H -0.55 -0.85 5.49  0.436
H -0.29 -2.49 4.93  0.511
H -2.33 0.21 6.17  0.485
H -3.36 1.35 5.32  0.475
H -1.63 1.28 4.95  0.310
H -5.21 1.37 3.40  0.384
H -4.35 1.50 1.87  0.467
H -3.57 2.03 3.35  0.375
C 4.28 4.82 -2.21  -1.281
Si 2.51 4.11 -2.10  -0.002
C 2.16 3.35 -3.81  -0.960
C 1.34 5.58 -1.74  -1.054
C 2.51 2.83 -0.69  0.208
C 3.59 2.67 0.15  0.055
C 3.59 1.68 1.13  -0.793
C 2.51 0.82 1.18  -0.975
N 1.44 0.96 0.40  -0.682
C 1.40 1.97 -0.48  0.389
S -0.04 2.23 -1.33  -0.477
H 4.36 5.51 -3.04  0.326
H 5.02 4.04 -2.38  0.348
H 4.58 5.35 -1.31  0.373
H 2.05 4.13 -4.56  0.429
H 1.26 2.75 -3.82  0.263
H 2.99 2.72 -4.12  0.246
H 1.47 6.36 -2.50  0.375
H 1.54 6.04 -0.78  0.332
H 0.30 5.29 -1.75  0.296
H 4.45 3.31 0.05  0.426
H 4.41 1.56 1.82  0.463
H 2.48 -0.02 1.86  0.520
C 0.59 -4.89 -4.51  -1.037
Si -0.41 -3.65 -3.44  0.577
C -0.99 -2.20 -4.55  -1.041
C -1.95 -4.65 -2.87  -1.043
As 0.84 -3.06 -1.53  -0.360
Si 2.59 -1.85 -2.55  0.180
C 2.19 -0.15 -3.35  -0.415
C 3.59 -2.85 -3.85  -1.283
C 3.81 -1.48 -1.11  -0.952
H 0.04 -5.23 -5.39  0.375
H 0.84 -5.77 -3.92  0.269
H 1.52 -4.46 -4.85  0.218
H -1.72 -2.52 -5.30  0.389
H -0.15 -1.78 -5.09  0.292
H -1.45 -1.41 -3.96  0.209
H -2.48 -5.10 -3.70  0.343
H -2.66 -4.02 -2.33  0.205
H -1.64 -5.45 -2.20  0.308
H 2.90 0.12 -4.12  0.429
H 2.21 0.63 -2.60  -0.177
H 1.20 -0.15 -3.81  0.260
H 3.07 -2.90 -4.80  0.306
H 3.76 -3.87 -3.50  0.343
H 4.56 -2.41 -4.03  0.398
H 3.29 -1.58 -0.16  0.153
H 4.21 -0.48 -1.17  0.271
H 4.64 -2.18 -1.11  0.441
C 0.96 3.73 3.47  -0.945
S -0.58 3.03 2.84  0.165
C -1.06 4.37 1.72  -0.691
H 1.67 3.86 2.65  0.173
H 1.37 3.03 4.20  0.294
H 0.77 4.68 3.96  0.375
H -1.20 5.29 2.28  0.400
H -2.00 4.08 1.27  0.239
H -0.30 4.48 0.96  -0.001

- ΔE to the lowest compared entry with this formula, charge and spin: 46.13 kcal/mol
- HOMO level: -6.68 eV
- Energy: -138242.9085 eV

---

Record 3
This record from the Open Molecules 2025 dataset describes a cluster of 3 separate species, C28H54BClF4N5O5PS in total. The level of theory is ωB97M-V with the def2-TZVPD basis set.

Last column: Mulliken spin population.
Positions of all 100 atoms, in Å:
C 4.97 7.05 -0.55  0.000
C 3.75 6.60 -1.45  0.000
F 2.66 7.29 -0.93  0.000
C 3.42 5.09 -1.31  0.000
N 4.60 4.18 -1.48  0.000
Cl 4.33 2.83 -0.38  0.000
C 4.83 3.71 -2.90  0.000
P 6.02 2.23 -2.74  0.000
S 7.60 2.63 -1.66  0.000
B 5.67 4.80 -3.80  0.000
N 6.93 5.44 -3.33  0.000
O 5.26 5.14 -5.07  0.000
C 3.55 3.16 -3.60  0.000
N 2.30 3.33 -2.81  0.000
C 2.18 4.67 -2.18  0.000
C 0.93 4.59 -1.22  0.000
C 0.97 3.35 -0.27  0.000
C -0.38 3.13 0.46  0.000
F -1.01 4.28 0.73  0.000
F -0.16 2.41 1.60  0.000
F -1.19 2.35 -0.30  0.000
C 1.82 5.71 -3.30  0.000
O 0.85 6.44 -3.09  0.000
O 2.51 5.83 -4.34  0.000
H 5.84 7.18 -1.23  0.000
H 5.25 6.26 0.19  0.000
H 4.78 8.04 -0.10  0.000
H 4.01 6.92 -2.48  0.000
H 3.09 4.95 -0.26  0.000
H 5.51 4.57 -1.17  0.000
H 5.32 1.08 -2.29  0.000
H 6.44 1.91 -4.07  0.000
H 7.72 4.82 -3.49  0.000
H 6.86 5.73 -2.36  0.000
H 6.08 5.16 -5.60  0.000
H 3.67 2.06 -3.75  0.000
H 3.41 3.57 -4.62  0.000
H 1.55 3.30 -3.51  0.000
H 0.89 5.48 -0.57  0.000
H 0.00 4.49 -1.82  0.000
H 1.74 3.45 0.53  0.000
H 1.19 2.39 -0.78  0.000
C -0.27 -3.99 -0.90  0.017
C 0.91 -4.10 0.10  0.028
C 0.43 -4.58 1.48  0.018
C -0.23 -3.50 2.33  -0.040
C 0.68 -2.28 2.43  0.021
C 1.07 -1.74 1.05  0.024
N 1.64 -2.80 0.16  0.323
O 2.86 -3.05 0.57  0.590
C -0.17 -1.08 0.42  0.042
C 2.05 -0.57 1.23  -0.019
C 1.75 -5.25 -0.49  -0.008
H -0.75 -3.01 -0.93  -0.005
H 0.08 -4.16 -1.92  -0.002
H -1.05 -4.72 -0.68  -0.001
H 1.28 -4.97 2.04  0.004
H -0.26 -5.42 1.36  0.002
H -1.21 -3.24 1.93  0.022
H -0.41 -3.90 3.34  0.003
H 0.17 -1.50 3.00  -0.001
H 1.57 -2.54 3.00  0.007
H 0.01 -0.80 -0.62  -0.019
H -0.44 -0.17 0.96  0.001
H -1.07 -1.70 0.46  0.001
H 2.94 -0.85 1.79  -0.001
H 1.58 0.25 1.78  0.000
H 2.36 -0.17 0.25  0.001
H 2.19 -4.97 -1.45  -0.002
H 1.12 -6.12 -0.65  0.001
H 2.56 -5.56 0.18  0.000
C -6.76 -4.49 0.36  0.006
C -5.60 -4.61 1.37  0.036
C -6.10 -5.08 2.75  0.012
C -6.75 -4.00 3.60  -0.015
C -5.84 -2.78 3.70  0.013
C -5.43 -2.25 2.32  0.039
N -4.86 -3.31 1.44  0.342
O -3.64 -3.57 1.86  0.574
C -6.65 -1.57 1.68  0.012
C -4.44 -1.09 2.51  -0.021
C -4.76 -5.76 0.80  -0.006
H -7.23 -3.51 0.32  -0.007
H -6.41 -4.67 -0.66  -0.002
H -7.55 -5.21 0.57  -0.001
H -5.25 -5.48 3.32  0.005
H -6.79 -5.92 2.63  0.001
H -7.73 -3.73 3.18  -0.001
H -6.95 -4.39 4.60  0.002
H -6.35 -2.00 4.27  0.000
H -4.95 -3.05 4.28  0.004
H -6.45 -1.30 0.64  -0.007
H -6.92 -0.66 2.21  0.000
H -7.56 -2.19 1.71  0.001
H -3.55 -1.37 3.08  0.003
H -4.91 -0.27 3.06  0.000
H -4.11 -0.69 1.54  0.003
H -4.30 -5.49 -0.16  -0.001
H -5.39 -6.63 0.63  0.001
H -3.96 -6.08 1.47  0.002

- ΔE to the lowest compared entry with this formula, charge and spin: 54.09 kcal/mol
- <S²>: 2.008
- HOMO level: -7.68 eV
- 2S+1: 3
- Energy: -91787.7789 eV

---

Record 4
This record from the Open Molecules 2025 dataset describes a structure of composition C28H54BrCl24NO4PS2. The level of theory is ωB97M-V with the def2-TZVPD basis set.

Last column: Mulliken charge in e.
Positions of all 115 atoms, in Å:
O -0.45 4.57 1.47  -0.553
C 0.55 4.16 0.94  -0.123
O 1.01 2.90 1.19  -0.206
C 1.56 2.22 0.07  -0.661
C 0.47 1.67 -0.86  0.992
C 0.39 0.14 -0.96  -2.007
C -0.94 -0.41 -0.34  0.835
P -0.62 -1.14 1.27  0.570
Br 0.80 -2.79 1.02  -0.219
C 0.12 0.17 2.30  0.279
C -0.05 -0.02 3.80  -1.273
C 0.59 1.20 4.48  -0.711
O 1.99 1.22 4.39  -0.477
C -2.09 -1.86 2.06  -1.076
C -3.40 -1.51 1.33  0.288
C -3.69 -2.38 0.12  -0.375
S -5.25 -1.93 -0.66  -0.155
C -4.98 -0.27 -1.34  0.296
S -4.40 -0.16 -2.85  -0.368
N -5.31 0.88 -0.65  0.146
C -6.08 0.69 0.59  -0.316
C -6.37 2.05 1.17  -0.893
O -5.21 2.78 1.54  -0.485
C -4.03 2.24 1.00  -0.381
C -4.19 1.84 -0.45  0.859
H 1.18 4.76 0.27  0.422
H 2.21 1.44 0.43  0.576
H 2.19 2.92 -0.48  -0.024
H 0.68 2.05 -1.85  -0.756
H -0.48 2.10 -0.54  0.750
H 1.25 -0.34 -0.52  0.714
H 0.37 -0.14 -2.01  0.423
H -1.59 0.43 -0.19  -1.071
H -1.38 -1.12 -1.04  0.604
H -0.39 1.08 2.02  0.310
H 1.18 0.17 2.06  0.491
H 0.49 -0.89 4.17  0.345
H -1.08 -0.04 4.11  0.574
H 0.26 1.28 5.51  0.325
H 0.21 2.07 3.96  0.398
H 2.33 0.32 4.28  0.184
H -2.15 -1.49 3.07  0.323
H -1.98 -2.94 2.05  0.677
H -3.45 -0.48 1.02  -0.942
H -4.21 -1.69 2.03  0.836
H -3.81 -3.41 0.45  0.335
H -2.89 -2.38 -0.61  -0.029
H -7.04 0.27 0.33  0.617
H -5.61 0.02 1.30  0.105
H -7.02 1.92 2.04  0.412
H -6.92 2.64 0.45  0.298
H -3.27 3.02 1.05  0.533
H -3.68 1.42 1.63  0.163
H -4.44 2.75 -0.98  0.333
H -3.27 1.49 -0.89  -1.280
C 3.93 6.54 0.28  -0.438
Cl 3.76 8.26 -0.06  -0.100
Cl 3.19 5.56 -1.00  -0.098
H 4.99 6.30 0.33  0.351
H 3.45 6.32 1.22  0.301
C 4.79 -1.20 3.43  -0.234
Cl 5.93 -1.49 4.74  -0.133
Cl 3.15 -1.75 3.87  -0.153
H 4.75 -0.14 3.23  0.234
H 5.11 -1.75 2.56  0.330
C -2.63 -6.06 -1.04  0.118
Cl -1.96 -5.02 -2.31  -0.175
Cl -4.38 -5.84 -0.87  -0.130
H -2.44 -7.10 -1.31  0.396
H -2.15 -5.82 -0.10  -0.188
C 1.64 9.29 -3.02  0.171
Cl 0.85 7.74 -2.67  -0.056
Cl 1.93 9.55 -4.74  -0.154
H 1.01 10.09 -2.66  0.337
H 2.59 9.29 -2.50  -0.336
C 0.42 4.00 -3.21  -0.375
Cl 1.25 2.45 -3.44  -0.187
Cl -0.07 4.23 -1.53  0.021
H 1.10 4.80 -3.49  0.380
H -0.46 4.01 -3.84  0.423
C -2.40 0.79 -4.76  -0.702
Cl -0.95 1.22 -5.67  -0.128
Cl -2.15 0.95 -3.01  0.031
H -3.20 1.45 -5.05  0.419
H -2.66 -0.24 -4.98  0.401
C -5.74 1.84 4.93  0.153
Cl -5.80 0.07 4.76  -0.164
Cl -4.53 2.34 6.11  -0.161
H -5.49 2.27 3.96  -0.180
H -6.71 2.18 5.25  0.343
C 1.45 -5.96 -1.83  0.184
Cl 1.37 -7.70 -2.07  -0.134
Cl 2.70 -5.51 -0.66  -0.168
H 1.67 -5.48 -2.78  0.393
H 0.49 -5.61 -1.46  -0.277
C 0.78 -8.27 1.51  0.219
Cl -0.62 -7.19 1.75  -0.130
Cl 0.30 -9.96 1.51  -0.153
H 1.23 -8.03 0.56  -0.241
H 1.48 -8.10 2.32  0.295
C 6.00 9.92 -3.17  -0.292
Cl 4.57 10.86 -2.75  -0.125
Cl 5.69 8.19 -3.01  -0.108
H 6.26 10.11 -4.21  0.287
H 6.81 10.21 -2.52  0.290
C 6.22 -7.28 -0.55  0.045
Cl 4.80 -8.21 -0.03  -0.092
Cl 7.45 -7.21 0.72  -0.180
H 6.64 -7.75 -1.42  0.002
H 5.90 -6.27 -0.78  0.210
C 6.22 -9.99 -3.89  -0.269
Cl 5.25 -8.53 -3.67  -0.117
Cl 7.69 -9.97 -2.91  -0.145
H 5.62 -10.85 -3.61  0.262
H 6.50 -10.06 -4.94  0.296

- Net charge: +1
- ΔE to the lowest compared entry with this formula, charge and spin: 0.00 kcal/mol
- HOMO level: -10.34 eV
- Energy: -441123.1883 eV